Entry i
The following is a quantum chemistry calculation of a structure of composition C2H4I2, from the Open Molecules 2025 dataset.

Cartesian coordinates (Å):
1 C 0.1584 -0.7653 0.6092
2 C -1.0775 1.4185 -1.5569
3 I -2.5746 2.3911 -0.4913
4 I -1.5660 0.1383 -3.1239
5 H 0.4152 0.0748 1.2117
6 H -0.8169 -1.1941 0.6835
7 H 0.9091 -1.2446 0.0120
8 H -0.2014 2.0165 -1.7388

## Properties
frontier orbital gap (alpha / beta)	0.2915 / 0.2979	Ha
lowest unoccupied orbital energy (alpha / beta)	-0.84 / -0.21	eV
E_HOMO (alpha / beta)	-8.776 / -8.320	eV
molecular weight	281.86	g/mol


Entry ii
The following is a quantum chemistry calculation of an isolated molecule of C2H4I2, from the Open Molecules 2025 dataset.

Cartesian coordinates (Å):
1 I 2.5875 0.0133 0.1534
2 C 0.5373 -0.6322 0.0176
3 C -0.4483 0.5715 -0.0799
4 I -2.4830 -0.0220 0.1523
5 H 0.4615 -1.0750 -0.9054
6 H -0.0073 -1.1390 0.8832
7 H -0.3547 1.0900 -1.1010
8 H -0.2929 1.1933 0.8798

## Properties
frontier orbital gap	0.3617	Ha
lowest unoccupied orbital energy	0.14	eV
E_HOMO	-9.705	eV
structure (SMILES)	ICCI
molecular weight	281.86	g/mol


Result of the stability comparison: entry ii is the most stable of them.


Entry i
The following is a quantum chemistry calculation of the ion C3HNO3S with charge -2, from the Open Molecules 2025 dataset.

Cartesian coordinates (Å):
1 C -0.0445 1.5139 -0.6174
2 C -1.5482 1.2098 -0.4521
3 C 2.0008 0.1106 -0.2462
4 N 0.6199 0.3722 -0.4123
5 O -2.4163 0.6171 -1.1453
6 O -1.7089 1.7099 0.7027
7 O 2.3097 -1.0831 -0.1540
8 S 3.0921 1.3934 -0.2390
9 H 0.1203 -0.5297 -0.4012

## Properties
frontier orbital gap	0.2181	Ha
lowest unoccupied orbital energy	5.97	eV
E_HOMO	0.033	eV
molecular weight	131.11	g/mol
total charge	-2


Entry ii
The following is a quantum chemistry calculation of a structure of composition C3HNO3S, from the Open Molecules 2025 dataset.

Cartesian coordinates (Å):
1 C -0.8605 0.1651 0.6615
2 C -0.5110 -1.2614 0.6884
3 C 0.8521 -0.0390 -0.7445
4 N 0.5465 -1.2418 -0.2424
5 O -1.8926 1.6502 1.1645
6 O 1.7236 0.3116 -1.5500
7 O -0.0003 0.8647 -0.1994
8 S 1.3313 -2.7072 -0.6937
9 H -1.1891 2.2579 0.9157

## Properties
frontier orbital gap	0.1860	Ha
lowest unoccupied orbital energy	6.27	eV
E_HOMO	1.206	eV
molecular weight	131.11	g/mol
total charge	-2


Result of the stability comparison: entry i is the most stable of them.


Entry i
The following is a quantum chemistry calculation of a structure of composition C21H16BeClNO6P, from the Open Molecules 2025 dataset.

Cartesian coordinates (Å):
1 Be 6.9829 14.6347 10.4058
2 O 9.5857 13.3395 11.8122
3 Cl 8.9252 14.5729 11.7420
4 O 9.5131 15.6267 12.5316
5 O 8.7315 14.9465 10.2376
6 O 7.3750 14.3229 12.1001
7 O 4.5267 15.5304 8.5714
8 C 5.1288 16.2183 9.3914
9 O 6.0424 15.8665 10.2775
10 C 4.9321 17.7841 9.4030
11 P 6.5541 18.5473 9.0805
12 C 6.7322 18.4444 7.2606
13 C 6.1722 17.4212 6.4952
14 C 6.2191 17.4763 5.0761
15 C 6.8981 18.4887 4.5081
16 C 7.4209 19.5640 5.2471
17 C 7.4697 19.4246 6.6149
18 C 6.1699 20.2981 9.1895
19 C 6.9417 21.0600 10.0531
20 C 6.7006 22.4268 10.2429
21 C 5.6024 23.0290 9.6035
22 C 4.7927 22.2781 8.7535
23 C 5.1155 20.9141 8.5004
24 H 4.7162 18.1192 10.4143
25 H 4.1062 18.1722 8.7254
26 H 5.6316 16.5930 6.9909
27 H 5.7031 16.7252 4.5159
28 H 7.0069 18.4392 3.4164
29 H 7.9557 20.3400 4.6975
30 H 8.2138 20.0007 7.0973
31 H 7.6573 20.4729 10.6071
32 H 7.4522 23.0278 10.8310
33 H 5.4775 24.0757 9.7807
34 H 3.9502 22.6874 8.2389
35 H 4.5706 20.3463 7.7466
36 N 6.2784 8.0143 8.4350
37 C 6.4540 9.1512 8.6628
38 C 6.6535 10.5029 8.9694
39 C 5.5905 11.0479 9.6277
40 C 5.6745 12.3858 10.0414
41 C 6.7821 13.0435 9.7232
42 C 7.9159 12.5062 9.0796
43 C 7.8206 11.1955 8.6761
44 H 4.7081 10.4806 9.8779
45 H 4.8040 12.9409 10.4273
46 H 8.8451 13.0442 8.8114
47 H 8.6711 10.7477 8.2028

## Properties
frontier orbital gap	0.3053	Ha
lowest unoccupied orbital energy	2.54	eV
E_HOMO	-5.762	eV
molecular weight	453.80	g/mol
total charge	-1


Entry ii
The following is a quantum chemistry calculation of a structure of composition C21H16BeClNO6P, from the Open Molecules 2025 dataset.

Cartesian coordinates (Å):
1 Be 0.6934 0.9926 2.6021
2 O 3.7086 3.4492 2.0012
3 Cl 3.2771 2.2013 2.6442
4 O 3.4758 2.2129 4.1138
5 O 1.6963 2.2173 2.4491
6 O 3.7101 0.9664 1.9950
7 O -0.8553 -1.8247 2.6505
8 C 0.2329 -1.4539 2.2073
9 O 1.0052 -0.4936 2.7956
10 C 0.7528 -1.9721 0.8510
11 P 0.8379 -0.5810 -0.2893
12 C 2.1664 -0.9929 -1.3676
13 C 1.8870 -1.6916 -2.5660
14 C 2.8342 -1.7999 -3.5739
15 C 4.0838 -1.1564 -3.3989
16 C 4.4292 -0.6526 -2.1392
17 C 3.4821 -0.5456 -1.1520
18 C -0.7135 -0.8262 -1.2317
19 C -1.8887 -1.0714 -0.5137
20 C -3.1315 -0.8687 -1.1027
21 C -3.2256 -0.5065 -2.4317
22 C -2.0811 -0.2218 -3.1643
23 C -0.8476 -0.3366 -2.5560
24 H 0.0641 -2.7392 0.5138
25 H 1.7674 -2.3473 0.9110
26 H 0.9308 -2.1800 -2.7343
27 H 2.5909 -2.3010 -4.4796
28 H 4.8351 -1.1632 -4.1823
29 H 5.4364 -0.2765 -1.9881
30 H 3.7002 -0.0804 -0.1662
31 H -1.8666 -1.4689 0.5070
32 H -4.0693 -1.1113 -0.5742
33 H -4.2163 -0.3119 -2.8655
34 H -2.1767 0.0264 -4.2203
35 H 0.0751 -0.1597 -3.1318
36 N -5.5660 1.0168 0.2096
37 C -4.6651 1.3855 0.8838
38 C -3.5012 1.6616 1.6505
39 C -2.5280 2.5762 1.2412
40 C -1.2371 2.4609 1.7449
41 C -0.9573 1.4504 2.6566
42 C -1.9521 0.7596 3.2698
43 C -3.2486 0.9082 2.8131
44 H -2.6745 3.2427 0.4172
45 H -0.5129 3.2074 1.3959
46 H -1.7004 0.0171 4.0201
47 H -4.0575 0.3824 3.2851

## Properties
frontier orbital gap	0.3061	Ha
lowest unoccupied orbital energy	2.69	eV
E_HOMO	-5.640	eV
molecular weight	453.80	g/mol
total charge	-1


Result of the stability comparison: entry ii is the most stable of them.


Entry i
The following is a quantum chemistry calculation of a cluster of 2 separate species, C4H14NO in total, from the Open Molecules 2025 dataset.

Cartesian coordinates (Å):
1 C 0.6555 -1.6423 0.2056
2 C 0.5665 -0.4720 -0.8268
3 C -0.7291 0.3950 -0.8323
4 C -0.3952 1.5308 -1.8402
5 N -0.1966 -1.4936 1.4596
6 H 0.2870 -2.4767 -0.3860
7 H 1.6868 -1.8503 0.4655
8 H 1.4029 0.2230 -0.7345
9 H 0.6695 -1.0300 -1.7521
10 H -1.3929 -0.2557 -1.3995
11 H -1.0906 0.8054 0.0959
12 H -0.1567 1.0233 -2.7583
13 H 0.3784 2.2513 -1.5453
14 H -1.2285 2.2242 -1.9810
15 H -1.0888 -1.8946 1.1773
16 H -0.3239 -0.4736 1.6043
17 H 0.1325 -1.8828 2.3399
18 H 1.0432 1.7797 2.2468
19 H -0.4225 1.9540 2.3577
20 O 0.2027 1.2848 2.1034

## Properties
frontier orbital gap	0.4285	Ha
lowest unoccupied orbital energy	-3.31	eV
E_HOMO	-14.966	eV
molecular weight	92.16	g/mol
total charge	+1


Entry ii
The following is a quantum chemistry calculation of a cluster of 2 separate species, C4H14NO in total, from the Open Molecules 2025 dataset.

Cartesian coordinates (Å):
1 C 0.2927 -0.3577 -1.0175
2 C 0.4983 -1.0486 0.3984
3 C -0.2718 -0.2911 1.5395
4 C -0.3136 -2.3963 0.3159
5 N -0.4251 0.9272 -1.0735
6 H 1.3332 -0.2293 -1.4059
7 H -0.2129 -1.0752 -1.6672
8 H 1.5374 -1.3692 0.4609
9 H -0.4427 0.7617 1.2928
10 H -1.2941 -0.6417 1.6948
11 H 0.2666 -0.4380 2.4872
12 H -0.1489 -2.8897 -0.6400
13 H -1.3669 -2.2528 0.5022
14 H 0.1813 -3.1636 0.9622
15 H -1.1254 0.8879 -0.3271
16 H 0.0758 1.8311 -0.7693
17 H -0.9003 1.1028 -1.9570
18 H 0.6195 3.5696 0.5369
19 H 1.2183 3.7029 -0.9267
20 O 0.4786 3.3699 -0.4066

## Properties
frontier orbital gap	0.4343	Ha
lowest unoccupied orbital energy	-3.25	eV
E_HOMO	-15.065	eV
molecular weight	92.16	g/mol
total charge	+1


Result of the stability comparison: entry i is the most stable of them.


Entry i
The following is a quantum chemistry calculation of a cluster of 2 separate species, BrNO3 in total, from the Open Molecules 2025 dataset.

Cartesian coordinates (Å):
1 N -0.5372 -0.0131 0.1050
2 O -0.7498 1.0418 0.4539
3 O -0.8067 -1.1523 0.2121
4 O 1.6251 0.0492 -0.8594
5 Br 2.9472 -0.0167 0.1637

## Properties
frontier orbital gap (alpha / beta)	0.3491 / 0.2565	Ha
lowest unoccupied orbital energy (alpha / beta)	-0.64 / -2.24	eV
E_HOMO (alpha / beta)	-10.139 / -9.218	eV
molecular weight	141.91	g/mol


Entry ii
The following is a quantum chemistry calculation of a cluster of 2 separate species, BrNO3 in total, from the Open Molecules 2025 dataset.

Cartesian coordinates (Å):
1 N 0.7911 -0.4554 0.3990
2 O 0.4162 0.2406 1.2523
3 O 1.3864 -1.3179 -0.0101
4 O -0.8451 0.1248 -1.2008
5 Br -1.7486 1.4078 -0.4404

## Properties
frontier orbital gap (alpha / beta)	0.3398 / 0.2612	Ha
lowest unoccupied orbital energy (alpha / beta)	-0.60 / -1.97	eV
E_HOMO (alpha / beta)	-9.845 / -9.078	eV
molecular weight	141.91	g/mol


Result of the stability comparison: entry i is the most stable of them.